1.
Entry from the OMol25 dataset: a cluster of 2 separate species, C4H8IN2 in total in a non-equilibrium geometry (wB97M-V/def2-TZVPD).

As for the relative energy (zero: lowest compared OMol25 entry of this formula, charge and spin): 44.3 kcal/mol. As for the HOMO energy: -13.033 eV. Its charge is +1. The largest force on an atom is 3.3 eV/A. As for the multiplicity: 1. The value obtained for the frontier orbital gap is 7.77 eV.

Element x y z (Å)
C -1.040 -0.398 0.544
C -1.139 1.235 -0.842
C -1.878 0.037 -1.365
C -0.070 1.685 1.447
N -0.700 0.852 0.456
N -1.689 -0.894 -0.546
I 1.739 -3.030 -0.158
H -0.962 -0.963 1.474
H -0.241 1.496 -1.532
H -1.714 2.120 -0.713
H -2.233 -0.014 -2.368
H 0.632 -3.964 0.444
H 0.744 1.203 1.969
H 0.137 2.672 0.880
H -0.861 1.666 2.291

Cartesian forces (eV/Å) of the 2 atoms listed first:
-0.217 -0.035 1.411
1.201 1.626 -2.065

2.
Entry from the OMol25 dataset: a structure of composition C21H19Cl2N3SSiTi (wB97M-V/def2-TZVPD).

As for the relative energy (zero: lowest compared OMol25 entry of this formula, charge and spin): 0.0 kcal/mol. As for the HOMO energy (spin up / spin down): -11.575 / -11.575 eV. Its charge is +1. The largest force on an atom is 0.1 eV/A. As for the multiplicity: 2. The value obtained for the frontier orbital gap (spin up / spin down) is 7.77 / 7.98 eV.

Element x y z (Å)
Ti -0.601 -0.477 -0.829
Cl -0.896 -2.794 -1.567
C 0.656 -3.224 -2.316
C 0.722 -4.465 -2.911
C 1.921 -4.834 -3.500
C 2.999 -3.965 -3.477
C 2.889 -2.724 -2.870
Cl 4.262 -1.681 -2.869
C 1.697 -2.308 -2.264
S 1.579 -0.719 -1.509
H -0.135 -5.123 -2.915
H 2.012 -5.799 -3.977
H 3.939 -4.241 -3.933
N 4.817 -0.823 8.346
C 4.070 -0.699 7.483
C 3.135 -0.543 6.400
C 3.571 -0.036 5.179
C 2.671 0.119 4.139
C 1.350 -0.251 4.330
C 0.903 -0.758 5.540
C 1.801 -0.900 6.582
N 0.419 -0.107 3.249
C -0.836 0.466 3.320
C -1.355 0.405 2.072
N -0.432 -0.206 1.236
C 0.624 -0.497 1.989
H 4.606 0.247 5.053
H 2.993 0.544 3.197
H -0.130 -1.057 5.662
H 1.476 -1.296 7.534
H -1.221 0.878 4.235
H -2.304 0.764 1.711
H 1.522 -0.983 1.644
C -4.843 2.318 -3.922
Si -3.167 3.017 -3.514
C -3.285 4.510 -2.406
C -2.159 3.359 -5.039
C -2.249 1.707 -2.541
C -1.639 0.865 -1.895
H -5.426 3.045 -4.491
H -5.402 2.076 -3.017
H -4.758 1.412 -4.523
H -3.806 5.320 -2.921
H -2.296 4.873 -2.125
H -3.838 4.283 -1.493
H -2.643 4.125 -5.648
H -2.051 2.462 -5.651
H -1.161 3.716 -4.780

Cartesian forces (eV/Å) of the 2 atoms listed first:
0.039 -0.038 -0.068
-0.033 0.006 0.010

3.
Entry from the OMol25 dataset: an isolated molecule of C2H4N2S in a non-equilibrium geometry (wB97M-V/def2-TZVPD).

As for the relative energy (zero: lowest compared OMol25 entry of this formula, charge and spin): 79.0 kcal/mol. As for the HOMO energy: -8.445 eV. Its charge is 0. The largest force on an atom is 6.0 eV/A. As for the multiplicity: 1. The value obtained for the frontier orbital gap is 8.74 eV.

Element x y z (Å)
C 0.658 1.381 0.449
N -0.587 1.019 0.483
N -0.862 -0.432 0.464
C -0.262 -1.319 -0.502
S 1.178 -1.057 -1.156
H 1.801 0.891 0.218
H 0.540 2.559 0.170
H -1.722 -0.665 0.756
H -0.743 -2.377 -0.882

Cartesian forces (eV/Å) of the 2 atoms listed first:
0.751 2.720 -2.548
1.315 -2.945 0.249

4.
Entry from the OMol25 dataset: a structure of composition C18H19N5OPd in a non-equilibrium geometry (wB97M-V/def2-TZVPD).

As for the HOMO energy: -14.420 eV. Its charge is +2. The largest force on an atom is 2.0 eV/A. As for the multiplicity: 1. The value obtained for the frontier orbital gap is 6.16 eV.

Element x y z (Å)
Pd -0.023 0.109 -0.335
C -1.650 -3.203 -3.045
C -0.589 -2.498 -2.260
O -0.703 -1.291 -1.999
N 0.461 -3.227 -1.870
C 1.585 -2.706 -1.106
C 1.277 -2.709 0.379
C 1.883 -3.576 1.279
C 1.448 -3.592 2.597
C 0.393 -2.769 2.967
C -0.123 -1.893 2.029
N 0.325 -1.854 0.773
H -2.218 -2.478 -3.624
H -2.342 -3.680 -2.350
H -1.249 -3.966 -3.706
H 0.465 -4.214 -2.081
H 1.777 -1.667 -1.431
H 2.463 -3.317 -1.318
H 2.688 -4.216 0.954
H 1.905 -4.258 3.314
H -0.015 -2.795 3.962
H -0.926 -1.205 2.277
N -0.400 3.527 0.376
C 0.147 2.813 1.413
C 0.213 3.454 2.668
C 0.810 2.824 3.735
C 1.389 1.572 3.525
C 1.276 0.999 2.278
N 0.641 1.578 1.243
C -0.798 3.214 -0.906
C -1.347 4.253 -1.682
C -1.854 3.979 -2.933
C -1.782 2.673 -3.416
C -1.167 1.714 -2.634
N -0.699 1.974 -1.402
H -0.573 4.497 0.615
H -0.229 4.430 2.785
H 0.823 3.282 4.714
H 1.905 1.055 4.319
H 1.731 0.034 2.081
H -1.380 5.255 -1.284
H -2.309 4.763 -3.522
H -2.188 2.419 -4.381
H -1.040 0.697 -2.999

Cartesian forces (eV/Å) of the 2 atoms listed first:
-0.419 0.735 -0.141
-0.173 0.162 -0.065

5.
Entry from the OMol25 dataset: an isolated molecule of C5H6N2O in a non-equilibrium geometry (wB97M-V/def2-TZVPD).

As for the relative energy (zero: lowest compared OMol25 entry of this formula, charge and spin): 100.4 kcal/mol. As for the HOMO energy: -10.469 eV. Its charge is 0. The largest force on an atom is 7.5 eV/A. As for the multiplicity: 1. The value obtained for the frontier orbital gap is 10.63 eV.

Element x y z (Å)
C -1.506 -0.273 -0.283
C -0.134 0.236 -0.428
C 0.322 0.944 -1.700
N 0.459 1.409 -2.824
N 0.845 -0.965 -0.243
C 1.187 -0.383 1.136
C 0.129 0.665 0.907
O -0.297 1.553 1.593
H -1.311 -0.525 0.798
H -2.383 0.476 -0.345
H -2.108 -1.167 -0.954
H 1.755 -0.846 -0.973
H 0.848 -1.210 2.052
H 2.194 0.085 1.266

Cartesian forces (eV/Å) of the 2 atoms listed first:
-4.918 -1.670 -0.725
1.673 -1.625 -5.953

6.
Entry from the OMol25 dataset: a structure of composition C27H26Br2IrN2O5S in a non-equilibrium geometry (wB97M-V/def2-TZVPD).

As for the relative energy (zero: lowest compared OMol25 entry of this formula, charge and spin): 16.5 kcal/mol. As for the HOMO energy: -11.056 eV. Its charge is +1. The largest force on an atom is 2.4 eV/A. As for the multiplicity: 1. The value obtained for the frontier orbital gap is 6.82 eV.

Element x y z (Å)
Ir 0.158 1.511 0.958
O -1.760 -2.394 0.526
C -2.863 -2.009 -0.168
C -3.796 -2.995 -0.465
C -4.951 -2.684 -1.159
C -5.198 -1.379 -1.568
C -4.271 -0.397 -1.274
C -3.096 -0.694 -0.583
C -2.138 0.442 -0.319
O -1.318 0.241 0.795
N -1.257 0.618 -1.457
N -0.152 1.335 -1.210
C 0.704 1.584 -2.134
C 1.907 2.342 -1.902
Br 2.091 3.003 -0.131
C 2.893 2.589 -2.765
C 2.898 2.266 -4.200
C 4.085 1.804 -4.772
C 4.148 1.525 -6.127
C 3.034 1.729 -6.931
C 1.856 2.205 -6.374
C 1.785 2.470 -5.015
H -1.272 -1.595 0.784
H -3.590 -4.004 -0.131
H -5.670 -3.463 -1.370
H -6.109 -1.130 -2.094
H -4.456 0.628 -1.579
H -2.731 1.361 -0.186
H -1.549 0.419 -2.402
H 0.552 1.190 -3.135
H 3.789 3.069 -2.384
H 4.953 1.644 -4.145
H 5.071 1.161 -6.557
H 3.090 1.536 -7.994
H 0.993 2.383 -7.001
H 0.880 2.899 -4.603
Br 3.655 -4.957 -0.310
C 3.179 -3.377 0.606
C 3.910 -2.986 1.717
C 3.543 -1.839 2.399
C 2.461 -1.073 1.969
C 1.755 -1.476 0.840
C 2.100 -2.634 0.159
C 2.128 0.131 2.796
O 2.481 0.208 3.942
O 1.500 1.201 2.264
H 4.752 -3.577 2.047
H 4.087 -1.523 3.278
H 0.915 -0.903 0.489
H 1.533 -2.962 -0.700
O -0.855 1.743 2.689
S -0.977 0.384 3.470
C -2.747 0.138 3.762
C -3.009 0.376 5.251
C -1.690 0.112 5.984
C -0.610 0.819 5.176
H -2.949 -0.889 3.457
H -3.276 0.815 3.094
H -3.800 -0.281 5.607
H -3.328 1.405 5.420
H -1.489 -0.961 6.027
H -1.710 0.482 7.008
H 0.408 0.503 5.396
H -0.677 1.907 5.235

Cartesian forces (eV/Å) of the 2 atoms listed first:
-1.080 -0.506 -2.105
-0.015 0.121 -0.037

For reference, calculated total energy by record: -564.1089 -3433.2405 -586.1685 -1173.7427 -378.7110 -7180.3903 a.u..